(1)
9 unconnected molecules or ions with the total composition C37H60Cl2F2O18, computed with the ωB97M-V functional and the def2-TZVPD basis.

Last column: Löwdin charge in e.
CARTESIAN COORDINATES (ANGSTROEM)
Cl (3.14, -0.19, 5.49)  0.4929
Cl (4.49, -1.24, 3.09)  0.5083
F (-5.85, 1.47, -2.07)  0.0291
F (1.98, -3.00, -0.07)  0.0853
O (3.74, 7.60, 2.60)  -0.0091
O (5.92, -2.09, -6.60)  -0.0199
O (5.54, -0.74, -4.94)  0.0046
O (0.81, 3.20, -4.88)  0.0078
O (2.55, -5.41, 2.67)  -0.0057
O (-4.24, -1.36, 0.06)  0.0224
O (0.28, -5.33, 2.83)  0.0331
O (4.97, 7.67, 0.71)  0.1166
O (-0.19, 4.76, -6.11)  0.0098
O (-5.11, 0.38, 1.19)  0.0936
O (3.18, 6.24, 0.84)  0.0198
O (7.18, -2.33, -4.63)  0.1186
O (-1.12, -1.00, 6.49)  -0.0187
O (-6.35, -1.09, -0.11)  -0.0004
O (-3.26, -0.87, 6.21)  0.0665
O (1.54, -4.12, 4.25)  0.0819
O (-2.08, -1.93, 4.62)  0.0801
O (-1.41, 3.58, -4.51)  0.0717
C (-5.69, -0.30, 6.15)  -0.0561
C (-2.99, -1.38, 0.75)  -0.1894
C (-2.15, -1.27, 5.67)  -0.5830
C (4.65, -0.99, 4.87)  -0.9229
C (-2.11, -2.57, 0.41)  -0.0428
C (1.33, -1.57, 1.70)  -0.0484
C (-3.57, 0.93, -2.56)  -0.0177
C (-1.11, 5.54, -8.10)  -0.0789
C (5.59, -0.40, -3.58)  -0.2275
C (-0.32, 3.86, -5.06)  -0.5017
C (4.47, -1.16, -2.83)  -0.0529
C (6.37, -1.76, -5.34)  -0.4987
C (-3.15, -1.07, -3.79)  -0.1105
C (0.81, -0.40, 2.14)  -0.0560
C (2.57, -6.42, 1.77)  -0.0923
C (-5.25, -0.57, 0.41)  -0.5936
C (0.28, 0.45, 1.13)  -0.0988
C (-4.91, 0.61, -2.60)  -0.2301
C (4.51, 8.59, 3.27)  -0.0425
C (1.43, -1.87, 0.32)  -0.3076
C (0.12, -1.69, 6.32)  -0.0377
C (-5.40, -0.48, -3.40)  0.0082
C (-4.47, -1.03, 5.52)  -0.2138
C (0.45, 0.25, -0.22)  -0.0851
C (-7.59, -0.35, -0.03)  -0.0300
C (-4.46, -1.33, -3.93)  -0.1134
C (-2.68, 0.08, -3.17)  -0.0723
C (0.96, 2.28, -3.88)  -0.0680
C (-2.09, -5.77, 3.29)  -0.0462
C (6.36, -3.28, -7.25)  -0.0469
C (-1.41, 5.39, -6.63)  -0.2069
C (-0.83, -4.95, 3.60)  -0.2214
C (1.09, -0.93, -0.62)  -0.0196
C (4.02, 7.24, 1.35)  -0.5174
C (1.34, 4.61, 0.89)  -0.0864
C (2.10, 5.70, 1.64)  -0.2286
C (1.45, -4.90, 3.30)  -0.5315
H (-4.74, -2.22, -4.47)  0.1107
H (0.75, 4.86, 0.01)  0.0762
H (-3.25, -1.54, 1.79)  0.1175
H (1.81, -6.22, 1.01)  0.0976
H (-1.97, 5.99, -8.59)  0.0774
H (5.55, -0.43, 5.12)  0.0306
H (6.59, -0.65, -3.23)  0.1147
H (1.97, 1.88, -4.02)  0.1038
H (-0.07, -2.73, 6.56)  0.1007
H (-2.68, -3.46, 0.67)  0.0702
H (1.80, -2.26, 2.39)  0.0819
H (-2.47, -1.79, -4.20)  0.1044
H (4.69, -1.96, 5.36)  0.0247
H (-1.55, 6.40, -6.26)  0.1166
H (-8.12, -0.39, 0.92)  0.0897
H (-8.24, -0.89, -0.72)  0.0935
H (0.06, 0.99, -0.89)  0.0951
H (2.48, 5.17, 2.52)  0.1240
H (-1.95, -6.85, 3.16)  0.0778
H (-1.00, 4.54, -8.53)  0.0795
H (2.45, -7.44, 2.13)  0.0991
H (0.66, 3.98, 1.47)  0.0685
H (5.14, 9.26, 2.68)  0.0932
H (6.48, -3.15, -8.33)  0.0870
H (1.29, 6.38, 1.89)  0.1215
H (0.69, -0.16, 3.19)  0.0965
H (0.39, -1.57, 5.27)  0.0630
H (-4.43, -0.57, 4.54)  0.1204
H (5.50, 0.68, -3.43)  0.1198
H (-0.62, -5.03, 4.67)  0.1245
H (-7.46, 0.71, -0.27)  0.0891
H (3.55, -6.33, 1.30)  0.1016
H (-2.35, 4.90, -6.36)  0.1210
H (0.75, -1.18, 7.06)  0.0818
H (3.55, -1.12, -3.42)  0.0715
H (-3.16, 1.69, -1.91)  0.1265
H (5.27, 8.11, 3.88)  0.0943
H (4.30, -0.99, -1.77)  0.0737
H (-2.48, -0.42, 0.63)  0.1137
H (0.77, 2.69, -2.89)  0.0982
H (1.30, -1.06, -1.67)  0.1073
H (-6.40, -0.85, -3.55)  0.1142
H (-5.71, 0.78, 5.98)  0.0752
H (2.11, 3.87, 0.63)  0.0743
H (-1.09, -3.93, 3.30)  0.1077
H (-1.07, -2.69, 0.71)  0.0629
H (-1.99, -2.65, -0.67)  0.0737
H (3.92, 9.23, 3.93)  0.0940
H (7.32, -3.60, -6.83)  0.0931
H (-5.63, -0.46, 7.22)  0.0703
H (-0.17, 1.39, 1.40)  0.0935
H (5.58, -4.03, -7.23)  0.0915
H (-4.74, -2.08, 5.40)  0.1266
H (0.23, 1.49, -4.05)  0.0850
H (-1.61, 0.24, -3.17)  0.0879
H (-2.40, -5.34, 2.34)  0.0593
H (-0.22, 6.15, -8.30)  0.0821
H (-2.86, -5.59, 4.03)  0.0810
H (-6.62, -0.77, 5.86)  0.0751
H (4.71, -2.22, -2.86)  0.0741

total charge = 0
2S+1 = 1
structure (SMILES) = CCOC(=O)OC.CCOC(=O)OC.CCOC(=O)OC.CCOC(=O)OC.CCOC(=O)OC.CCOC(=O)OC.Fc1ccccc1.Fc1ccccc1.ClCCl

***

(2)
A molecular structure, C37H61BN12O2RbS4, computed with the ωB97M-V functional and the def2-TZVPD basis.

Last column: Löwdin charge in e.
CARTESIAN COORDINATES (ANGSTROEM)
Rb (1.64, 2.33, -0.79)  0.7445
S (-1.53, 1.62, 0.47)  0.7282
S (0.67, 5.78, -2.56)  0.7256
S (3.10, -0.94, 0.31)  1.1523
S (0.13, -0.27, 2.63)  1.0471
O (2.20, 0.29, 0.78)  -0.8167
O (3.28, 1.01, 1.42)  -0.4037
N (3.55, 3.67, 1.59)  0.1372
N (0.01, -3.36, 0.94)  0.2086
N (0.79, 3.27, 2.75)  0.0545
N (-1.57, -1.25, 1.27)  -0.0450
N (-0.23, -0.42, -0.60)  0.0243
N (-2.65, -1.57, 0.57)  0.2294
N (1.59, 5.69, 1.33)  0.0461
N (4.83, 3.74, -0.86)  0.0977
N (2.98, 1.03, -3.56)  0.0828
N (5.01, 2.29, -2.87)  0.0582
N (0.14, -1.32, -1.55)  0.1923
N (0.72, -2.25, 0.71)  0.0178
C (-3.85, -0.95, 2.54)  0.1045
C (2.61, -3.54, 0.04)  -0.2447
C (-0.97, 0.68, -0.83)  -0.7218
C (1.74, 4.91, -3.75)  -0.3855
C (2.93, 3.61, 3.95)  -0.0934
C (0.54, -4.56, 0.73)  -0.1771
C (0.23, -2.20, -3.79)  -0.5111
C (4.01, -3.54, -0.45)  -0.0643
C (1.25, 5.44, 3.79)  -0.1186
C (4.91, 3.03, -1.78)  -0.3908
C (-6.32, -1.69, 1.08)  -0.0554
C (-0.08, -1.75, -5.23)  -0.0452
C (-0.39, -5.74, 0.93)  -0.5279
C (3.94, 1.61, -3.21)  -0.4488
C (-1.52, -0.79, 2.50)  -0.5125
C (3.55, 5.78, 2.82)  -0.0960
C (1.41, 3.94, 3.90)  -0.3496
C (-0.85, 0.11, -3.16)  0.0982
C (2.06, 6.09, 2.68)  -0.3516
C (1.74, -2.49, -3.68)  -0.0310
C (-1.13, -5.53, 2.24)  -0.0504
C (3.80, 4.28, 2.93)  -0.2867
C (2.04, -2.28, 0.41)  -0.3878
C (-0.86, 5.81, -3.48)  -0.4299
C (-1.41, -5.80, -0.23)  -0.0268
C (-0.14, -1.08, -2.79)  -0.1737
C (-4.80, -3.22, -0.17)  -0.0478
C (-2.71, -0.63, 3.25)  -0.1907
C (1.85, -4.65, 0.20)  0.0816
C (-1.22, 1.01, -2.20)  -0.2751
C (-1.95, 2.27, -2.45)  -0.0732
C (-0.58, -3.43, -3.36)  -0.0338
C (-2.61, -0.14, 4.66)  -0.0128
C (0.38, -7.09, 0.97)  -0.0466
C (-5.05, -0.89, -0.91)  -0.0305
C (-3.81, -1.42, 1.20)  -0.1634
C (-5.00, -1.80, 0.33)  -0.5510
B (-0.15, -1.02, 0.82)  -0.8735
H (-6.49, -0.68, 1.49)  0.0915
H (4.71, -3.16, 0.30)  0.0948
H (-0.73, 6.28, -4.44)  0.0392
H (2.01, -3.38, -4.26)  0.0892
H (4.15, 6.23, 2.02)  0.1310
H (-0.84, -5.89, -1.16)  0.0815
H (0.19, 5.72, 3.64)  0.1259
H (3.96, 6.24, 3.75)  0.1392
H (-1.43, 3.12, -1.98)  0.0645
H (0.80, 2.27, 2.91)  0.0017
H (2.25, -5.64, -0.03)  0.1319
H (-1.65, -3.32, -3.53)  0.0889
H (-5.71, -3.53, -0.69)  0.0917
H (4.08, -2.92, -1.37)  0.0907
H (1.70, 5.29, -4.76)  0.0444
H (-1.71, -6.43, 2.44)  0.0919
H (-1.08, 0.33, -4.19)  0.1188
H (-4.59, -3.95, 0.59)  0.0820
H (1.23, -7.10, 1.65)  0.0944
H (2.74, 5.01, -3.38)  0.0256
H (-0.48, -5.35, 3.08)  0.0870
H (3.12, 2.55, 3.91)  0.1160
H (0.46, -0.82, -5.46)  0.0949
H (2.34, -1.65, -4.03)  0.0709
H (-2.08, -6.65, -0.11)  0.0951
H (-0.29, -4.31, -3.94)  0.0905
H (-2.90, 2.23, -1.90)  0.0771
H (1.78, 6.42, 0.63)  0.0956
H (1.53, 5.92, 4.73)  0.1307
H (-3.56, -0.22, 5.19)  0.0903
H (-4.16, -1.00, -1.50)  0.0677
H (1.45, 3.87, -3.80)  0.0119
H (2.71, 4.18, 1.27)  0.0586
H (-5.91, -1.19, -1.51)  0.0998
H (0.75, -7.34, -0.03)  0.0833
H (4.30, 3.81, 0.85)  0.0760
H (0.22, -2.51, -5.94)  0.0885
H (1.93, 7.15, 2.81)  0.1310
H (-4.00, -3.26, -0.91)  0.0747
H (-0.22, 3.46, 2.62)  0.0787
H (-5.13, 0.13, -0.58)  0.0846
H (-2.29, 0.91, 4.65)  0.0929
H (-0.27, -7.91, 1.25)  0.0859
H (-1.24, 4.80, -3.64)  0.0104
H (1.97, -2.74, -2.62)  0.0700
H (0.61, 5.52, 1.31)  0.0685
H (-2.13, 2.45, -3.52)  0.0959
H (3.32, 3.93, 4.95)  0.1424
H (-1.83, -4.70, 2.21)  0.0664
H (1.01, 3.58, 4.82)  0.1246
H (4.33, -4.54, -0.72)  0.0926
H (-4.82, -0.82, 2.97)  0.1125
H (-1.15, -1.59, -5.38)  0.0843
H (-1.60, 6.35, -2.90)  0.0394
H (-0.35, -3.64, -2.32)  0.0562
H (-7.17, -1.89, 0.43)  0.0934
H (4.82, 4.12, 3.20)  0.1429
H (-1.86, -0.75, 5.18)  0.0992
H (-2.00, -4.89, -0.28)  0.0663
H (3.31, 2.64, 1.63)  0.0538
H (-6.36, -2.38, 1.93)  0.0941

total charge = +1
2S+1 = 1

***

(3)
A molecular structure, C37H61BiClF6N3O18P2S3Si, computed with the ωB97M-V functional and the def2-TZVPD basis.

Last column: Löwdin charge in e.
CARTESIAN COORDINATES (ANGSTROEM)
Bi (-0.54, -0.42, 0.36)  1.8595
Cl (-2.12, 1.58, 7.75)  0.5861
S (-4.02, 1.48, 1.68)  0.5746
S (-4.90, -1.11, 1.06)  0.5937
S (1.51, -1.54, 1.58)  0.4219
P (1.24, -2.27, -2.24)  0.3355
P (-1.32, -3.52, -1.26)  0.5154
Si (3.28, -0.52, 1.95)  -0.1021
F (-4.69, 3.52, 0.19)  0.1256
F (-6.38, 2.40, 0.94)  0.1259
F (-5.19, 1.60, -0.68)  0.1392
F (-3.81, -2.60, 2.94)  0.1307
F (-5.90, -2.17, 3.28)  0.1275
F (-5.31, -3.58, 1.75)  0.1249
O (-2.83, -3.35, -1.69)  -0.1083
O (-1.43, -0.91, 2.49)  -0.2481
O (4.51, -0.78, 0.91)  -0.1535
O (0.85, -0.95, -1.63)  -0.4582
O (-2.67, 1.54, -2.36)  -0.0097
O (0.32, -4.57, -3.11)  -0.0844
O (3.90, -1.03, 3.40)  -0.1539
O (-2.11, -0.59, -1.92)  -0.1237
O (-1.28, -5.07, -0.89)  -0.0893
O (-0.92, -2.69, -0.10)  -0.4445
O (0.02, 1.53, 1.83)  -0.1595
O (1.92, -1.90, -3.67)  -0.1376
O (-6.20, -1.16, 0.44)  -0.2777
O (-4.07, 2.34, 2.83)  -0.2717
O (2.11, -3.27, -1.55)  -0.3069
O (3.10, 1.11, 2.00)  -0.1427
O (-3.76, -1.46, 0.26)  -0.3056
O (-2.78, 1.37, 0.96)  -0.3382
N (-4.71, 0.12, 2.03)  -0.2731
N (-0.05, 1.74, -1.09)  -0.0409
N (0.45, 2.98, -0.60)  -0.0581
C (5.25, 2.18, 2.16)  -0.0263
C (-1.40, 4.45, -1.42)  -0.0340
C (-1.31, 1.59, 5.16)  -0.0786
C (6.60, -1.88, 0.90)  -0.0360
C (5.13, -1.81, -1.13)  -0.0234
C (0.82, 5.32, -0.68)  -0.0581
C (4.49, -3.23, 0.83)  -0.0509
C (-0.23, -3.30, -2.74)  -0.5557
C (-4.45, -0.82, -3.99)  -0.1877
C (-1.11, 1.02, 3.89)  -0.1489
C (-3.05, -0.25, -6.32)  -0.0212
C (-4.93, -1.23, -5.24)  -0.0149
C (-2.64, 0.32, -2.61)  -0.6249
C (-1.53, -0.32, 3.61)  -0.3712
C (-0.41, 1.84, 2.94)  -0.1977
C (-4.76, -1.43, -7.74)  -0.0693
C (4.48, -0.95, 5.68)  -0.0405
C (-5.22, -1.16, -2.74)  -0.0249
C (0.10, 4.17, -1.38)  -0.6247
C (-3.25, -0.12, -3.93)  -0.0641
C (2.71, -2.52, 4.86)  -0.0401
C (-4.98, -2.43, 2.35)  -0.6715
C (3.97, 2.14, -0.01)  -0.0196
C (-2.28, -0.46, 5.94)  -0.1006
C (-1.88, 0.87, 6.17)  -0.6742
C (0.65, 4.00, -2.79)  -0.0449
C (2.26, -0.06, 4.92)  -0.0354
C (-5.14, 2.29, 0.46)  -0.6702
C (-0.98, -2.75, -3.94)  -0.0614
C (-2.55, 0.18, -5.10)  -0.2159
C (-4.24, -0.96, -6.41)  -0.2826
C (-1.26, 0.96, -5.03)  -0.0322
C (3.10, 3.45, 1.93)  -0.0314
C (3.32, -1.14, 4.70)  -0.6590
C (-2.11, -1.03, 4.71)  0.0025
C (5.16, -1.93, 0.38)  -0.6391
C (3.87, 2.20, 1.51)  -0.6345
H (5.77, 1.26, 1.91)  0.0737
H (2.68, 0.93, 4.73)  0.0856
H (-1.00, 2.61, 5.33)  0.1110
H (2.98, 2.16, -0.45)  0.0717
H (-0.22, 2.87, 3.30)  0.1346
H (3.49, -3.30, 0.41)  0.0382
H (7.06, -0.93, 0.60)  0.0785
H (-1.23, -1.70, -3.78)  0.0487
H (-2.48, -0.03, -7.23)  0.1100
H (-4.93, -0.58, -8.42)  0.0710
H (1.64, -1.02, -3.93)  0.0584
H (3.01, 3.49, 3.02)  0.0830
H (4.13, -1.07, 6.71)  0.0798
H (1.90, 5.17, -0.71)  0.0740
H (-4.05, -2.10, -8.23)  0.0730
H (-1.77, 4.69, -0.41)  0.0846
H (0.52, 5.39, 0.37)  0.0792
H (1.69, 3.68, -2.75)  0.0814
H (-0.59, 0.54, -4.28)  0.0725
H (2.22, -2.61, 5.83)  0.0826
H (5.64, -2.66, -1.60)  0.0871
H (4.91, 0.04, 5.56)  0.0791
H (0.60, 4.95, -3.33)  0.0792
H (-1.62, 5.30, -2.07)  0.0805
H (-0.75, 0.96, -6.00)  0.0742
H (3.49, -3.29, 4.79)  0.0811
H (1.89, -0.10, 5.95)  0.0903
H (-5.87, -1.77, -5.28)  0.1118
H (4.09, -1.82, -1.48)  0.0628
H (1.97, -2.70, 4.08)  0.0468
H (4.43, -3.27, 1.92)  0.0761
H (5.85, 3.03, 1.81)  0.0804
H (4.49, 1.23, -0.32)  0.0696
H (6.60, -1.94, 1.99)  0.0828
H (1.14, -4.64, -2.60)  0.0613
H (0.10, 3.06, 0.35)  0.0794
H (-2.42, -2.05, 4.53)  0.1032
H (-1.97, 3.59, -1.78)  0.0550
H (1.42, -0.21, 4.25)  0.0561
H (5.25, -1.70, 5.48)  0.0792
H (-0.33, -2.86, -4.81)  0.0871
H (-2.72, -1.02, 6.75)  0.0990
H (-5.70, -1.96, -7.63)  0.0654
H (2.10, 3.42, 1.49)  0.0570
H (7.19, -2.70, 0.49)  0.0777
H (-5.11, -2.21, -2.48)  0.0870
H (-1.00, 1.81, -1.49)  0.0392
H (3.61, 4.35, 1.58)  0.0817
H (5.62, -0.89, -1.45)  0.0799
H (-4.89, -0.57, -1.89)  0.0460
H (-3.13, -2.45, -1.44)  0.0414
H (5.15, 2.24, 3.25)  0.0829
H (-6.29, -0.96, -2.88)  0.0885
H (-1.91, -3.29, -4.11)  0.0879
H (0.58, 1.35, -1.78)  0.0637
H (-0.44, -5.27, -0.46)  0.0938
H (-1.46, 1.99, -4.73)  0.0767
H (4.53, 3.01, -0.38)  0.0833
H (0.08, 3.26, -3.35)  0.0610
H (0.58, 6.27, -1.16)  0.0772
H (5.08, -4.08, 0.48)  0.0862

total charge = -2
2S+1 = 1
energy above the lowest of the compared OMol25 structures with the same formula, charge and spin = 5.0 kcal per mole

***

Number 1: LUMO energy 0.0173 Ha, total energy -3920.1995 hartree, HOMO-LUMO gap 9.5 eV. Number 2: LUMO energy -0.1065 Ha, total energy -3895.5021 hartree, HOMO-LUMO gap 7.3 eV. Number 3: LUMO energy 0.1455 Ha, total energy -6406.5130 hartree, HOMO-LUMO gap 7.3 eV.